DFT (wB97M-V/def2-TZVPD) results for 2 unconnected molecules or ions with the total composition C3H3N2O4S in a non-equilibrium geometry.

Net charge = -1
E_HOMO (spin up / spin down) = -3.0 / -5.7 eV
Energy relative to the best compared isomer or geometry (same formula, charge and spin) = 0.0 kcal per mole
Orbital gap (spin up / spin down) = 6.06 / 6.88 eV
Multiplicity = 3

```
13
Properties=species:S:1:pos:R:3:forces:R:3
C -2.41226 -0.29274 -0.50212 4.19 0.22 2.72
C -1.93432 0.68994 0.38345 1.27 -1.11 -1.23
C -0.54750 0.49100 0.48754 -1.27 -1.50 -0.74
N -1.44493 -1.17401 -0.66512 1.05 -1.08 -1.53
N -0.30439 -0.73496 -0.09863 -3.96 2.67 1.19
O 4.22299 0.18524 -1.24888 0.33 -0.98 -0.36
O 4.10979 -0.13257 1.18016 1.33 -0.73 1.64
O 2.42330 -1.20039 -0.20240 -1.22 -2.72 -0.63
O -2.68935 1.66413 0.87378 -1.81 -0.18 0.32
S 3.42168 -0.18013 -0.07780 -0.44 4.40 -0.68
H -3.34823 -0.51305 -0.77574 -3.32 -0.61 -1.11
H 0.54912 -1.11000 -0.34399 2.57 -1.09 -0.46
H -2.04590 2.30754 0.98974 1.26 2.72 0.88
```
Positions in Å, forces in eV/Å.

***

DFT (wB97M-V/def2-TZVPD) results for C22H23NO5 in the gas phase.

E_HOMO = -8.9 eV
SMILES string = CCOc1ccc(C(=O)C2CCN(C(=O)c3ccccc3C(=O)O)CC2)cc1
Energy relative to the best compared isomer or geometry (same formula, charge and spin) = 1.7 kcal per mole
Orbital gap = 9.26 eV

```
51
Properties=species:S:1:pos:R:3:forces:R:3
C -8.51606 -1.39481 -0.23851 0.42 0.17 0.00
C -7.32174 -0.46573 -0.38519 -0.39 0.15 -0.11
O -6.17092 -1.17628 0.03673 0.11 -0.18 0.08
C -4.96998 -0.56059 0.02573 0.38 0.02 0.05
C -4.74053 0.75084 -0.38788 -0.37 -0.12 -0.03
C -3.46229 1.26666 -0.34584 0.31 -0.10 0.09
C -2.38202 0.51729 0.12130 -0.56 0.09 -0.24
C -1.05730 1.17488 0.14338 0.20 -0.25 0.31
O -0.84887 2.16980 -0.52103 -0.02 0.08 0.00
C 0.01415 0.55097 1.02916 0.13 0.11 0.07
C 0.91340 -0.36412 0.17877 -0.04 0.08 -0.12
C 1.81253 0.45980 -0.74547 -0.15 -0.46 -0.17
N 2.61194 1.37261 0.03307 -0.12 0.16 -0.09
C 3.92382 1.22736 0.30068 0.02 0.19 -0.18
O 4.53065 1.93175 1.08737 0.21 0.00 0.12
C 4.66175 0.20452 -0.51858 0.34 -0.19 0.07
C 4.97963 0.50416 -1.83856 -0.06 -0.01 0.09
C 5.78007 -0.34545 -2.58165 0.00 0.00 0.02
C 6.28861 -1.50226 -2.01019 0.01 0.00 -0.04
C 5.99202 -1.80471 -0.69626 -0.11 0.06 0.19
C 5.17509 -0.96115 0.05452 -0.04 0.21 -0.33
C 4.90471 -1.33462 1.46106 0.24 -0.44 0.51
O 5.60058 -2.06800 2.11636 0.01 0.04 -0.10
O 3.77084 -0.80812 1.95214 -0.39 0.18 0.04
C 1.82172 2.32883 0.77830 0.04 0.45 0.32
C 0.87830 1.60529 1.73726 -0.09 0.07 -0.25
C -2.61930 -0.80017 0.52378 0.01 0.21 -0.05
C -3.88709 -1.32919 0.46914 -0.30 -0.06 -0.04
H -9.42154 -0.88415 -0.55297 -0.10 0.04 -0.03
H -8.62141 -1.70313 0.79797 -0.06 -0.03 0.09
H -8.37462 -2.28113 -0.85067 -0.03 -0.08 -0.07
H -7.20759 -0.15482 -1.43247 0.04 0.02 0.14
H -7.45811 0.42960 0.23635 0.08 -0.07 -0.10
H -5.54796 1.37106 -0.74349 -0.09 0.03 -0.02
H -3.27701 2.28016 -0.66939 0.01 0.06 -0.03
H -0.47997 -0.04852 1.79853 0.02 0.03 -0.11
H 0.30688 -1.04793 -0.41816 0.01 -0.08 -0.02
H 1.54803 -0.94930 0.84700 -0.05 -0.05 -0.05
H 2.45798 -0.20299 -1.32380 -0.13 0.10 0.02
H 1.19508 1.04639 -1.43471 0.11 -0.09 -0.03
H 4.60031 1.41584 -2.27671 -0.04 0.09 -0.04
H 6.01596 -0.09960 -3.60643 0.02 0.03 -0.08
H 6.92077 -2.15973 -2.58753 0.04 -0.06 -0.04
H 6.38413 -2.69251 -0.22360 0.03 -0.06 0.04
H 3.69524 -1.02710 2.89453 0.24 -0.10 -0.16
H 2.51027 2.96749 1.33393 -0.11 -0.06 -0.09
H 1.24581 2.93266 0.07269 0.12 -0.05 0.12
H 0.23668 2.33648 2.23137 0.03 0.01 0.07
H 1.47618 1.09970 2.49876 -0.01 0.02 0.05
H -1.81078 -1.43063 0.85963 0.09 -0.05 0.08
H -4.07805 -2.34741 0.76961 -0.02 -0.12 0.03
```
Positions in Å, forces in eV/Å.

***

DFT (wB97M-V/def2-TZVPD) results for a molecular structure, C12H14N2OsP in a non-equilibrium geometry.

Net charge = +1
E_HOMO (spin up / spin down) = -10.9 / -11.8 eV
Orbital gap (spin up / spin down) = 7.12 / 7.22 eV
Multiplicity = 5

```
30
Properties=species:S:1:pos:R:3:forces:R:3
C 0.40501 0.40839 -2.98255 1.34 -2.59 -1.23
C -0.58009 -0.58777 -3.57682 1.21 0.88 2.27
C -0.21708 -1.89595 -3.20195 0.85 1.13 0.26
C 1.03145 -1.89435 -2.59467 -0.05 1.65 1.29
C 1.49807 -0.46690 -2.25651 -1.52 -1.55 -4.33
Os 1.10909 1.04215 -0.96401 -0.96 -0.99 0.09
P -0.09920 2.93378 -1.21769 -0.44 1.33 0.33
H 0.71920 1.15548 -3.71977 -0.12 0.15 0.55
H -1.45797 -0.31385 -4.13838 -0.05 0.08 -0.04
H -0.83932 -2.74985 -3.30128 -0.24 -0.67 -0.53
H 2.52663 -0.28289 -2.57868 0.19 0.07 0.19
H 1.61577 -2.75876 -2.28927 -0.22 0.06 -0.08
H -1.24822 3.14246 -0.39064 0.48 0.16 -0.29
H -0.59737 3.47166 -2.44279 0.38 -0.35 0.41
H 0.82127 3.93942 -0.78897 -0.76 0.24 -0.15
N -0.36946 -2.19952 1.64431 0.30 1.82 -0.41
C -0.02423 -1.81830 0.38163 0.35 1.42 1.31
N 0.23516 -0.48372 0.35322 -0.76 -1.69 -0.04
C -0.06299 0.00312 1.62142 0.20 -1.06 -0.15
C -0.03392 1.30371 2.05742 -0.16 0.57 0.85
C -0.33459 1.52842 3.40808 0.23 0.21 -0.90
C -0.63223 0.46751 4.27708 -0.01 -0.48 -0.14
C -0.66041 -0.85898 3.81334 -0.06 0.45 0.25
C -0.38580 -1.05902 2.46064 -0.18 -0.21 0.14
H -0.55095 -3.11330 1.97474 -0.20 -0.92 0.00
H 0.00162 -2.55032 -0.42056 0.22 0.55 0.05
H 0.20105 2.06810 1.30672 -0.09 0.03 0.79
H -0.33102 2.55390 3.76541 -0.03 -0.21 0.11
H -0.84927 0.70749 5.32560 0.10 -0.31 -0.51
H -0.89018 -1.69209 4.47492 0.02 0.24 -0.10
```
Positions in Å, forces in eV/Å.

***

DFT (wB97M-V/def2-TZVPD) results for 2 unconnected molecules or ions with the total composition C3H7NS in a non-equilibrium geometry.

E_HOMO = -9.1 eV
SMILES string = [H]/N=C\C.C=S
Energy relative to the best compared isomer or geometry (same formula, charge and spin) = 47.5 kcal per mole
Orbital gap = 8.45 eV

```
12
Properties=species:S:1:pos:R:3:forces:R:3
H 1.11580 -2.69472 -0.00325 0.09 0.23 0.21
N 0.28005 -2.31089 -0.44238 -0.35 1.78 -0.46
C 0.35311 -1.03431 -0.61511 -0.33 -1.93 -1.03
C 1.48113 -0.09436 -0.24391 -0.30 -0.97 1.40
H -0.50435 -0.53878 -1.21196 1.16 -0.85 1.06
H 0.88571 0.80585 -0.23307 1.07 1.17 -0.12
H 2.37159 -0.16398 -0.89822 -0.81 0.45 0.02
H 1.85276 -0.29647 0.80877 -0.50 0.15 -1.14
C -1.89061 1.47978 0.79105 -0.49 0.80 -1.96
S -2.31713 2.59338 -0.32431 0.70 -1.16 0.34
H -1.40476 0.50779 0.62738 -0.15 0.52 -0.08
H -2.22330 1.74671 1.74502 -0.09 -0.19 1.75
```
Positions in Å, forces in eV/Å.

***

DFT (wB97M-V/def2-TZVPD) results for a molecular structure, C5H9NO.

E_HOMO = -8.7 eV
Energy relative to the best compared isomer or geometry (same formula, charge and spin) = 130.9 kcal per mole
Orbital gap = 9.17 eV

```
16
Properties=species:S:1:pos:R:3:forces:R:3
C -1.67612 -0.75505 0.39570 0.02 0.04 -0.11
C -0.65058 -0.17509 -0.57132 -0.15 -0.17 0.22
N -0.65551 1.31160 -0.65657 0.07 -0.05 -0.04
C 1.33915 -0.91748 1.08538 0.11 0.36 -0.40
C 0.80224 -0.13004 -0.04892 -0.32 0.07 0.09
O 1.87141 -0.81518 -0.74094 0.03 -0.19 0.10
C 0.75870 1.39043 -0.21132 0.20 -0.04 0.20
H -2.69547 -0.50051 0.07516 0.23 -0.05 0.00
H -1.58887 -1.84303 0.44369 -0.02 0.10 0.04
H -1.53156 -0.35955 1.40942 0.04 -0.07 -0.17
H -0.76794 -0.63277 -1.56442 0.15 0.09 0.14
H -1.24335 1.66826 0.07864 -0.34 0.23 0.04
H 2.13649 -0.26068 1.49050 -0.02 -0.26 -0.04
H 1.56293 -1.70552 -0.96584 0.05 0.09 0.04
H 1.42880 1.81783 -0.96475 -0.05 -0.17 0.09
H 0.90968 1.90676 0.74558 -0.01 0.04 -0.21
```
Positions in Å, forces in eV/Å.

***

DFT (wB97M-V/def2-TZVPD) results for a molecular structure, C2H4N2O3S in a non-equilibrium geometry.

E_HOMO = -10.4 eV
Energy relative to the best compared isomer or geometry (same formula, charge and spin) = 85.4 kcal per mole
Orbital gap = 10.79 eV

```
12
Properties=species:S:1:pos:R:3:forces:R:3
C 0.12025 0.09355 0.72279 -1.07 -1.54 1.90
C -0.42959 -1.00854 -0.21733 1.28 2.92 1.18
N 0.15399 1.44845 -1.43883 -0.83 0.50 -0.21
N -0.73982 0.48063 1.68647 0.23 0.58 0.13
O 2.29125 0.17158 -2.21518 0.93 -0.59 -0.17
O 1.30357 0.35913 0.73558 0.41 0.46 -0.25
O 0.54731 -1.11432 -1.17330 1.44 -1.35 -1.11
S 1.05593 0.36023 -1.55738 0.12 0.40 -0.96
H -0.66702 -1.80380 0.41261 0.21 -2.10 0.36
H -1.25403 -0.61324 -0.68038 -2.55 0.72 -0.83
H -1.68695 0.21300 1.70934 -1.02 -0.81 -0.61
H -0.69489 1.41334 2.01561 0.85 0.82 0.56
```
Positions in Å, forces in eV/Å.